{
  "formula": "C23H38BO23PS",
  "method": "ωB97M-V/def2-TZVPD",
  "elements": ["C", "O", "B", "O", "P", "C", "C", "C", "C", "S", "O", "O", "O", "H", "H", "H", "H", "H", "H", "H", "H", "H", "H", "H", "H", "H", "H", "C", "C", "O", "C", "O", "O", "H", "H", "H", "H", "C", "C", "O", "C", "O", "O", "H", "H", "H", "H", "C", "C", "O", "C", "O", "O", "H", "H", "H", "H", "C", "C", "O", "C", "O", "O", "H", "H", "H", "H", "C", "C", "O", "C", "O", "O", "H", "H", "H", "H", "C", "C", "O", "C", "O", "O", "H", "H", "H", "H"],
  "coordinates": [[4.875, -1.254, 1.276], [4.822, -2.694, 1.115], [3.618, -2.963, 0.365], [3.656, -3.259, -1.028], [1.990, -2.878, 1.402], [0.642, -3.945, 0.660], [-0.806, -3.377, 0.932], [-1.125, -2.045, 0.168], [-1.007, -0.843, 1.174], [-0.332, 0.694, 0.450], [-0.109, 1.633, 1.593], [-1.304, 1.332, -0.474], [1.141, 0.485, -0.260], [4.033, -0.884, 1.916], [4.740, -0.784, 0.294], [5.823, -0.955, 1.755], [3.690, -2.407, -1.539], [1.588, -1.512, 1.260], [0.778, -4.165, -0.420], [0.661, -4.934, 1.175], [-0.943, -3.193, 2.015], [-1.518, -4.187, 0.663], [-0.553, -1.909, -0.768], [-2.196, -2.097, -0.131], [-0.335, -1.119, 2.016], [-1.989, -0.588, 1.607], [1.782, 0.569, 0.461], [6.405, 0.279, -4.272], [6.339, 1.399, -3.273], [5.137, 1.102, -2.558], [4.905, -0.220, -2.690], [4.073, -0.817, -2.073], [5.725, -0.782, -3.599], [7.425, -0.008, -4.516], [5.872, 0.509, -5.196], [7.178, 1.389, -2.574], [6.282, 2.379, -3.743], [-3.014, 4.785, -0.521], [-3.492, 3.823, -1.568], [-4.737, 4.396, -1.980], [-4.689, 5.717, -1.696], [-5.499, 6.514, -2.062], [-3.604, 6.020, -0.942], [-1.929, 4.863, -0.486], [-3.385, 4.536, 0.476], [-2.823, 3.776, -2.432], [-3.634, 2.819, -1.174], [8.218, -3.356, -5.658], [7.657, -4.429, -6.550], [6.387, -3.894, -6.922], [6.457, -2.548, -6.792], [5.628, -1.791, -7.177], [7.601, -2.172, -6.165], [9.303, -3.284, -5.717], [7.928, -3.486, -4.612], [8.255, -4.579, -7.453], [7.542, -5.383, -6.039], [0.469, -4.758, 6.286], [0.927, -4.600, 4.863], [-0.173, -3.935, 4.247], [-0.852, -3.286, 5.224], [-1.723, -2.502, 5.023], [-0.409, -3.644, 6.454], [1.290, -4.717, 7.000], [-0.095, -5.680, 6.446], [1.815, -3.969, 4.777], [1.125, -5.555, 4.378], [-7.028, 6.470, 1.054], [-7.940, 7.592, 0.648], [-8.748, 7.773, 1.813], [-8.048, 7.299, 2.874], [-8.366, 7.450, 4.009], [-6.939, 6.631, 2.471], [-6.046, 6.544, 0.591], [-7.452, 5.486, 0.837], [-7.399, 8.519, 0.444], [-8.552, 7.344, -0.216], [-4.930, -0.292, 2.989], [-6.374, -0.228, 2.570], [-6.391, 0.883, 1.673], [-5.136, 1.037, 1.188], [-4.846, 1.765, 0.296], [-4.252, 0.250, 1.854], [-4.596, -1.308, 3.194], [-4.718, 0.333, 3.859], [-6.694, -1.123, 2.030], [-7.048, -0.060, 3.408]],
  "e_tot_ha": -3394.1864,
  "homo_lumo_gap_ev": 8.73,
  "multiplicity": 1,
  "smiles": "COB(O)PCCCCS(=O)(=O)O.O=C1OCCO1.O=C1OCCO1.O=C1OCCO1.O=C1OCCO1.O=C1OCCO1.O=C1OCCO1"
}


{
  "formula": "C23H38Cl2N3O4Pt",
  "method": "ωB97M-V/def2-TZVPD",
  "elements": ["O", "C", "C", "C", "H", "C", "H", "C", "H", "C", "H", "C", "H", "H", "C", "C", "H", "H", "H", "C", "C", "H", "H", "H", "H", "Pt", "Cl", "Cl", "H", "H", "C", "C", "N", "H", "C", "O", "H", "H", "H", "H", "H", "H", "C", "C", "N", "H", "C", "O", "H", "H", "H", "H", "O", "C", "C", "C", "C", "C", "C", "N", "H", "H", "H", "H", "H", "H", "H", "H", "H", "H", "H"],
  "coordinates": [[0.004, 0.979, -2.982], [0.233, 2.109, -3.452], [-0.214, 2.584, -4.785], [-1.000, 1.802, -5.666], [-1.298, 0.789, -5.388], [-1.384, 2.332, -6.905], [-2.039, 1.751, -7.567], [-0.964, 3.610, -7.300], [-1.297, 4.015, -8.267], [-0.175, 4.388, -6.430], [0.128, 5.400, -6.719], [0.192, 3.875, -5.186], [0.813, 4.460, -4.511], [0.767, 2.864, -2.831], [2.881, 0.603, -1.884], [2.268, 0.586, -0.511], [3.870, 0.138, -1.853], [2.976, 1.651, -2.196], [2.247, 0.052, -2.585], [2.976, 0.485, 0.631], [4.454, 0.251, 0.718], [2.427, 0.593, 1.560], [4.964, 0.486, -0.224], [4.708, -0.786, 0.976], [4.881, 0.874, 1.508], [0.304, 0.673, -0.454], [0.151, -1.501, -1.293], [-0.085, 3.001, -0.521], [-4.007, 0.159, -3.021], [-4.483, -1.919, -2.214], [-3.116, 0.347, -2.418], [-3.580, -1.956, -1.598], [-3.152, -0.598, -1.302], [-3.111, 1.381, -2.049], [-2.421, -0.366, -0.218], [-1.734, 0.698, -0.128], [-3.790, -2.463, -0.649], [-2.392, -1.131, 0.577], [-2.218, 0.187, -3.034], [-2.788, -2.500, -2.138], [-0.165, 2.386, 5.358], [-1.775, 4.173, 4.467], [0.370, 2.437, 4.403], [-1.193, 4.171, 3.537], [-0.539, 2.880, 3.365], [0.764, 1.452, 4.147], [-0.665, 2.166, 2.237], [0.101, 1.211, 1.944], [-1.855, 4.336, 2.680], [-1.484, 2.487, 1.572], [1.189, 3.156, 4.519], [-0.449, 4.979, 3.598], [-0.312, -1.552, 1.526], [0.088, -2.418, 2.312], [-0.847, -3.153, 3.276], [-0.871, -4.671, 3.122], [0.283, -5.410, 3.804], [1.672, -5.057, 3.285], [2.010, -3.571, 3.434], [1.409, -2.750, 2.394], [-0.554, -2.893, 4.302], [-1.847, -2.739, 3.104], [-1.792, -5.039, 3.588], [-0.921, -4.945, 2.061], [0.245, -5.217, 4.885], [0.135, -6.486, 3.671], [2.426, -5.618, 3.850], [1.777, -5.353, 2.234], [1.686, -3.242, 4.435], [3.096, -3.428, 3.386], [2.022, -2.195, 1.809]],
  "total_charge": -1,
  "s_squared": 2.028,
  "e_tot_ha": -2404.1316,
  "homo_lumo_gap_ev": [3.30, 6.91],
  "de_lowest_ev": 0.6009,
  "multiplicity": 3
}


{
  "formula": "C23H38F4GeN5PdSSi3",
  "method": "ωB97M-V/def2-TZVPD",
  "elements": ["Pd", "F", "C", "F", "F", "C", "C", "C", "C", "N", "C", "S", "H", "H", "H", "N", "C", "N", "N", "C", "N", "H", "H", "H", "H", "C", "Si", "C", "C", "Ge", "Si", "C", "C", "C", "Si", "C", "C", "C", "H", "H", "H", "H", "H", "H", "H", "H", "H", "H", "H", "H", "H", "H", "H", "H", "H", "H", "H", "H", "H", "H", "H", "H", "H", "H", "H", "F", "C", "C", "C", "C", "C", "C", "H", "H", "H", "H"],
  "coordinates": [[0.910, 0.906, 0.700], [6.209, -2.834, 0.341], [4.852, -2.464, 0.452], [4.111, -3.439, -0.240], [4.535, -2.607, 1.806], [4.621, -1.090, -0.102], [5.573, -0.418, -0.876], [5.185, 0.784, -1.468], [3.895, 1.293, -1.252], [2.969, 0.669, -0.503], [3.322, -0.490, 0.071], [2.105, -1.160, 1.124], [6.575, -0.824, -1.003], [5.894, 1.357, -2.069], [3.586, 2.238, -1.686], [-3.979, 5.066, 1.798], [-3.678, 3.764, 1.760], [-4.562, 2.879, 2.255], [-2.480, 3.468, 1.186], [-1.992, 2.278, 0.953], [-1.362, 1.334, 0.599], [-4.794, 5.453, 2.241], [-3.276, 5.702, 1.466], [-5.434, 3.177, 2.662], [-4.383, 1.892, 2.203], [-0.879, 0.160, 3.339], [-0.830, -1.390, 2.261], [0.237, -2.664, 3.139], [-2.536, -2.108, 1.842], [-0.272, -0.942, -0.497], [-2.542, -0.290, -1.983], [-1.641, -0.521, -3.626], [-3.169, 1.487, -1.874], [-4.036, -1.453, -1.808], [-0.005, -3.524, -1.344], [0.879, -4.513, -0.026], [-1.697, -4.238, -1.794], [1.092, -3.146, -2.840], [-0.778, -0.125, 4.410], [-1.855, 0.680, 3.233], [-0.082, 0.889, 3.098], [-0.431, -3.294, 3.760], [0.986, -2.165, 3.792], [0.793, -3.316, 2.438], [-3.092, -2.343, 2.783], [-2.478, -3.023, 1.230], [-3.126, -1.357, 1.283], [-0.551, -0.310, -3.540], [-2.072, 0.190, -4.370], [-1.757, -1.566, -4.010], [-2.340, 2.227, -1.852], [-3.796, 1.643, -0.970], [-3.808, 1.737, -2.754], [-3.956, -2.291, -2.530], [-4.967, -0.884, -2.024], [-4.121, -1.881, -0.790], [0.179, -4.779, 0.789], [1.727, -3.932, 0.380], [1.282, -5.455, -0.459], [-2.421, -4.061, -0.972], [-1.643, -5.329, -1.974], [-2.097, -3.764, -2.710], [1.663, -2.209, -2.650], [0.510, -3.003, -3.775], [1.839, -3.952, -2.995], [3.205, 6.557, -0.241], [2.612, 5.347, 0.092], [1.680, 4.786, -0.793], [1.083, 3.567, -0.428], [1.473, 2.877, 0.717], [2.354, 3.482, 1.600], [2.978, 4.708, 1.297], [1.383, 5.294, -1.717], [0.312, 3.138, -1.064], [2.600, 2.976, 2.531], [3.711, 5.151, 1.982]],
  "total_charge": 2,
  "s_squared": 8.775,
  "e_tot_ha": -5043.2915,
  "homo_lumo_gap_ev": [7.41, 4.93],
  "de_lowest_ev": 0.0000,
  "multiplicity": 6
}


{
  "formula": "C23H38F6InO4S",
  "method": "ωB97M-V/def2-TZVPD",
  "elements": ["C", "C", "C", "F", "In", "S", "C", "C", "C", "C", "O", "O", "C", "F", "F", "C", "C", "C", "C", "C", "C", "F", "F", "F", "C", "H", "H", "H", "H", "H", "H", "H", "H", "H", "H", "H", "H", "H", "H", "H", "H", "H", "H", "C", "C", "O", "C", "C", "H", "H", "H", "H", "H", "H", "H", "H", "H", "H", "C", "C", "O", "C", "C", "H", "H", "H", "H", "H", "H", "H", "H", "H", "H"],
  "coordinates": [[2.633, 5.391, 0.442], [2.916, 4.920, -1.049], [1.604, 4.333, -1.724], [0.471, 5.188, -1.565], [1.326, 2.231, -0.945], [2.103, 1.954, 1.452], [-0.744, 1.404, -1.161], [-0.772, 0.039, -0.327], [-1.265, 0.306, 1.153], [-0.406, -0.389, 2.241], [-0.001, -1.521, 2.170], [-0.082, 0.300, 3.454], [2.670, 0.913, -2.265], [3.196, 1.728, -3.326], [1.916, -0.117, -2.865], [3.912, 0.359, -1.506], [5.086, 1.196, -1.212], [6.243, 0.614, -0.526], [6.164, -0.807, -0.164], [4.996, -1.627, -0.419], [4.918, -3.135, -0.010], [4.685, -3.231, 1.336], [3.928, -3.786, -0.711], [6.130, -3.739, -0.320], [3.839, -1.057, -1.099], [2.966, 6.461, 0.519], [3.120, 4.737, 1.209], [1.532, 5.350, 0.647], [3.356, 5.748, -1.665], [3.714, 4.122, -0.982], [1.864, 4.221, -2.820], [3.483, 1.952, 1.453], [-0.884, 1.114, -2.243], [-1.549, 2.095, -0.803], [0.260, -0.418, -0.271], [-1.422, -0.742, -0.808], [-2.301, -0.133, 1.240], [-1.349, 1.412, 1.312], [0.863, 0.542, 3.456], [5.049, 2.268, -1.533], [7.139, 1.243, -0.336], [7.072, -1.228, 0.334], [2.932, -1.672, -1.304], [-6.198, 1.426, 4.610], [-5.526, 0.546, 3.570], [-4.124, 0.731, 3.490], [-3.382, 0.447, 4.668], [-3.506, -0.993, 5.132], [-5.951, 2.476, 4.441], [-7.283, 1.307, 4.565], [-5.876, 1.172, 5.622], [-5.924, 0.797, 2.585], [-5.761, -0.511, 3.738], [-3.657, 1.145, 5.466], [-2.337, 0.647, 4.423], [-4.527, -1.231, 5.443], [-2.847, -1.176, 5.983], [-3.241, -1.682, 4.327], [-0.238, -3.278, -3.610], [-1.450, -3.167, -2.701], [-2.558, -2.520, -3.309], [-3.090, -3.140, -4.466], [-3.613, -4.545, -4.218], [0.045, -2.296, -3.996], [0.609, -3.700, -3.065], [-0.436, -3.924, -4.470], [-1.181, -2.565, -1.833], [-1.746, -4.149, -2.317], [-2.352, -3.132, -5.275], [-3.918, -2.510, -4.796], [-2.810, -5.231, -3.942], [-4.091, -4.937, -5.119], [-4.340, -4.547, -3.403]],
  "total_charge": -1,
  "e_tot_ha": -2387.6329,
  "homo_lumo_gap_ev": 7.71,
  "multiplicity": 1
}


{
  "formula": "C23H38F9O6P",
  "method": "ωB97M-V/def2-TZVPD",
  "elements": ["C", "C", "C", "P", "C", "C", "C", "C", "C", "C", "C", "C", "H", "H", "H", "H", "H", "H", "H", "H", "H", "H", "H", "H", "H", "H", "H", "H", "H", "H", "H", "H", "H", "H", "H", "C", "C", "O", "C", "O", "C", "F", "F", "F", "H", "H", "H", "H", "H", "C", "C", "O", "C", "O", "C", "F", "F", "F", "H", "H", "H", "H", "H", "C", "C", "O", "C", "O", "C", "F", "F", "F", "H", "H", "H", "H", "H"],
  "coordinates": [[-4.275, -5.092, -2.059], [-3.110, -4.834, -2.154], [-1.687, -4.525, -2.189], [-0.814, -4.902, -0.562], [0.932, -5.500, -0.543], [-1.475, -6.701, -0.527], [-1.313, -7.538, -1.796], [-1.196, -9.039, -1.544], [-0.305, -3.034, -0.356], [-1.573, -2.252, -0.013], [0.741, -2.800, 0.747], [2.198, -2.654, 0.264], [-5.314, -5.316, -2.007], [-1.574, -3.471, -2.436], [-1.208, -5.095, -2.990], [-1.527, -4.708, 0.665], [1.578, -4.874, -1.153], [1.271, -5.465, 0.492], [1.008, -6.530, -0.883], [-0.904, -7.177, 0.281], [-2.515, -6.685, -0.196], [-2.153, -7.349, -2.468], [-0.412, -7.214, -2.331], [-0.532, -9.234, -0.698], [-0.794, -9.569, -2.408], [-2.166, -9.475, -1.297], [0.098, -2.642, -1.299], [-2.334, -2.290, -0.794], [-1.335, -1.197, 0.149], [-2.013, -2.622, 0.917], [0.471, -1.878, 1.267], [0.670, -3.583, 1.511], [2.874, -3.348, 0.764], [2.564, -1.643, 0.441], [2.284, -2.847, -0.806], [-3.510, 4.497, 0.005], [-3.090, 3.147, -0.524], [-1.777, 2.811, -0.001], [-1.726, 2.428, 1.261], [-2.631, 2.282, 2.027], [-0.263, 2.090, 1.636], [0.601, 2.999, 1.185], [0.075, 0.910, 1.091], [-0.128, 1.996, 2.953], [-2.741, 5.239, -0.205], [-4.448, 4.827, -0.441], [-3.641, 4.451, 1.085], [-2.954, 3.144, -1.602], [-3.798, 2.364, -0.254], [3.651, 2.575, -0.294], [3.525, 2.185, -1.748], [3.474, 3.355, -2.599], [4.638, 3.904, -2.900], [5.727, 3.545, -2.563], [4.415, 5.112, -3.843], [3.414, 5.886, -3.418], [4.111, 4.671, -5.070], [5.515, 5.848, -3.919], [2.836, 3.239, -0.008], [3.602, 1.681, 0.329], [4.597, 3.078, -0.102], [2.587, 1.670, -1.943], [4.350, 1.551, -2.071], [1.619, 4.826, 3.763], [0.308, 5.025, 4.489], [-0.382, 6.208, 4.010], [-1.069, 6.059, 2.893], [-1.181, 5.062, 2.242], [-1.785, 7.385, 2.541], [-0.974, 8.431, 2.684], [-2.837, 7.549, 3.352], [-2.222, 7.357, 1.287], [2.247, 5.712, 3.859], [2.147, 3.977, 4.195], [1.453, 4.625, 2.706], [0.458, 5.216, 5.548], [-0.352, 4.166, 4.374]],
  "e_tot_ha": -2590.6915,
  "homo_lumo_gap_ev": 8.26,
  "multiplicity": 1,
  "smiles": "C#CC[PH](C)(CCC)[C@@H](C)CC.CCOC(=O)C(F)(F)F.CCOC(=O)C(F)(F)F.CCOC(=O)C(F)(F)F"
}


{
  "formula": "C23H38FN4O3P2",
  "method": "ωB97M-V/def2-TZVPD",
  "elements": ["C", "C", "O", "P", "O", "C", "C", "C", "P", "F", "O", "C", "C", "H", "H", "H", "H", "H", "H", "H", "H", "H", "H", "H", "H", "H", "H", "H", "H", "H", "H", "N", "C", "C", "C", "C", "H", "H", "H", "H", "H", "N", "C", "C", "C", "C", "H", "H", "H", "H", "H", "N", "C", "C", "C", "C", "H", "H", "H", "H", "H", "N", "C", "C", "C", "C", "H", "H", "H", "H", "H"],
  "coordinates": [[-1.792, 0.317, 0.517], [-1.033, -1.051, 1.033], [0.345, -0.697, 1.404], [1.463, -0.915, 0.080], [1.856, -2.479, 0.100], [0.688, -0.615, -1.660], [1.064, 0.837, -2.322], [0.225, 2.098, -1.689], [0.601, 3.667, -2.769], [0.290, 3.270, -4.454], [2.950, -0.050, 0.358], [2.725, 1.303, 0.887], [3.600, 1.605, 2.274], [-1.062, 1.229, 0.760], [-2.850, 0.481, 1.033], [-1.983, 0.350, -0.639], [-1.570, -1.393, 2.038], [-1.101, -1.949, 0.258], [1.163, -1.440, -2.381], [-0.484, -0.836, -1.693], [2.236, 0.985, -2.314], [0.758, 0.774, -3.475], [-0.941, 1.961, -1.683], [0.537, 2.375, -0.590], [-0.307, 4.748, -2.369], [1.964, 4.076, -2.505], [1.610, 1.568, 1.125], [3.123, 2.062, 0.072], [4.672, 2.040, 2.052], [3.634, 0.646, 2.982], [2.991, 2.424, 2.872], [-3.032, 5.153, -1.484], [-2.768, 6.463, -1.179], [-3.052, 6.655, 0.154], [-3.497, 5.416, 0.674], [-3.472, 4.506, -0.358], [-2.918, 4.729, -2.396], [-2.403, 7.144, -1.936], [-2.948, 7.587, 0.695], [-3.803, 5.211, 1.692], [-3.730, 3.455, -0.389], [1.575, -3.269, -4.563], [2.086, -3.303, -5.834], [3.347, -3.852, -5.772], [3.604, -4.166, -4.416], [2.492, -3.798, -3.692], [0.664, -2.911, -4.307], [1.510, -2.932, -6.672], [4.010, -4.010, -6.613], [4.503, -4.613, -4.012], [2.276, -3.866, -2.634], [-0.227, -7.293, 0.804], [0.479, -6.276, 0.216], [0.718, -5.315, 1.173], [0.141, -5.771, 2.382], [-0.433, -6.996, 2.126], [-0.545, -8.131, 0.335], [0.748, -6.322, -0.831], [1.251, -4.386, 1.017], [0.145, -5.262, 3.337], [-0.970, -7.680, 2.770], [-1.483, 0.836, 4.531], [-1.731, 2.085, 4.024], [-2.527, 2.758, 4.924], [-2.762, 1.887, 6.014], [-2.103, 0.708, 5.747], [-0.928, 0.120, 4.079], [-1.323, 2.386, 3.069], [-2.897, 3.769, 4.808], [-3.347, 2.098, 6.900], [-2.023, -0.209, 6.315]],
  "total_charge": 1,
  "e_tot_ha": -2126.0726,
  "homo_lumo_gap_ev": 3.64,
  "multiplicity": 1
}